(1)
The following is a quantum chemistry calculation of a 10-piece molecular cluster, C18H46N18O19P2S overall, from the OMol25 dataset.

Its spin multiplicity is 1. Its SMILES is O=[PH2][C@@H]1OS(=O)(=O)O[C@]1(OC(=O)c1ccccc1)P(=O)(O)O.NC(N)=O.NC(N)=O.NC(N)=O.NC(N)=O.NC(N)=O.NC(N)=O.NC(N)=O.NC(N)=O.NC(N)=O. The HOMO energy is -8.554 eV. The charge is 0. Its LUMO energy is -0.70 eV.

XYZ file:
```
104
Properties=species:S:1:pos:R:3:forces:R:3:mulliken_charge:R:1
O 4.358333 -0.945498 -2.331723 -3.84 2.12 -1.64 -0.588
P 3.080904 -0.298596 -3.001041 4.52 -1.77 0.32 0.429
C 2.142426 0.836442 -1.746647 -0.28 0.10 0.75 0.293
O 2.626703 0.282094 -0.441068 -2.60 -2.06 -1.51 -0.148
S 1.713965 -1.181379 -0.289918 1.22 -5.59 4.97 1.050
O 2.411903 -2.528361 -0.593819 -2.35 5.63 0.25 -0.310
O 1.194405 -1.198171 1.169185 1.29 1.00 -5.83 -0.572
O 0.547803 -0.997645 -1.566639 1.26 3.25 2.74 -0.361
C 0.507193 0.501191 -1.637324 2.73 0.88 -0.57 0.284
O 0.154008 1.251040 -0.422507 -3.57 -1.95 -1.90 -0.275
C -1.281648 1.183808 -0.114218 -3.86 4.16 4.11 0.010
O -1.762778 2.144505 0.715137 3.83 -5.87 -5.56 -0.627
C -2.346314 0.044693 -0.618221 -1.81 -4.05 -1.19 0.638
C -2.210567 -1.494480 0.017482 -1.83 -0.07 -1.97 0.150
C -3.176790 -2.758936 -0.412220 -0.67 4.58 -2.08 -0.460
C -4.353558 -2.452242 -1.555983 2.29 2.44 1.38 -0.316
C -4.561426 -0.943125 -2.177672 3.45 -0.55 2.91 -0.557
C -3.562052 0.264473 -1.697684 0.53 -2.60 1.27 -0.270
P -0.081886 1.197787 -3.356476 1.09 3.02 -4.34 0.975
O 1.056229 2.125583 -4.022972 -3.87 -3.99 3.22 -0.701
O -0.375290 -0.236080 -4.363578 -1.15 3.71 2.20 -0.524
O -1.504238 2.196111 -3.246572 2.52 -1.93 0.65 -0.490
H 3.401327 0.526458 -4.159614 -0.57 -0.46 0.99 0.171
H 2.252877 -1.382686 -3.507710 -0.01 1.23 0.38 0.044
H 2.455629 1.964777 -1.783381 -0.82 -2.36 0.07 -0.089
H -1.359389 -1.718766 0.817562 -2.02 0.60 -1.93 0.245
H -3.014364 -3.843727 0.058401 -0.23 2.86 -1.21 0.209
H -5.034853 -3.365408 -1.895571 1.47 2.27 0.66 0.431
H -5.378377 -0.669106 -2.988890 1.92 -0.80 1.99 0.272
H -3.707601 1.341672 -2.134301 0.31 -2.39 0.90 0.298
H -1.262161 -0.124955 -4.822021 1.27 -0.20 0.73 0.328
H -1.303761 3.087645 -2.835574 0.11 -1.19 -0.69 0.366
C 6.568929 1.487347 -0.301503 -0.36 0.23 -0.86 0.715
O 6.208566 1.761645 -1.435217 -0.08 0.14 0.04 -0.638
N 7.802222 1.767008 0.157419 1.53 0.39 0.08 -0.438
N 5.765130 0.880690 0.590409 -1.12 -0.72 0.67 -0.287
H 8.117318 1.548884 1.087581 -0.09 0.10 -0.18 0.148
H 8.438993 2.223678 -0.482364 -0.24 -0.16 0.27 0.243
H 4.827941 0.652619 0.285273 0.33 -0.05 0.09 0.074
H 6.043883 0.646729 1.528327 -0.10 0.13 -0.15 0.196
C 3.750571 -6.444976 -1.855119 0.16 -0.54 -0.05 0.584
O 3.819067 -7.332583 -2.690504 0.01 -0.27 -0.37 -0.726
N 3.159617 -5.261161 -2.098400 -0.72 1.12 -0.70 -0.219
N 4.260048 -6.571050 -0.616502 0.21 -0.71 0.91 -0.262
H 3.093406 -4.518166 -1.423388 0.02 -0.09 -0.12 0.204
H 2.763100 -5.125052 -3.019050 0.16 -0.05 0.42 0.164
H 4.713687 -7.447006 -0.392089 -0.16 0.43 -0.11 0.176
H 4.213486 -5.851406 0.084978 0.33 -0.02 -0.16 0.193
C -7.795330 -4.368497 -2.156885 0.44 -0.14 -0.09 0.708
O -6.655131 -4.603698 -2.524356 0.20 -0.02 -0.07 -0.708
N -8.362752 -4.986625 -1.105324 -0.16 -0.87 1.09 -0.391
N -8.586596 -3.470270 -2.770661 -0.45 1.03 -0.95 -0.389
H -9.300159 -4.806420 -0.787739 0.20 -0.03 -0.07 0.160
H -7.801093 -5.670464 -0.615172 -0.24 0.27 -0.17 0.222
H -8.197923 -2.982421 -3.567144 -0.19 -0.19 0.31 0.219
H -9.528033 -3.263004 -2.482794 0.20 -0.05 -0.05 0.161
C -1.283781 6.229167 -0.277822 0.27 -0.95 0.66 0.705
O -1.179494 6.105728 -1.487902 0.18 -0.02 -0.95 -0.727
N -0.912565 5.267097 0.586152 0.45 -0.67 -0.14 0.009
N -1.779416 7.338214 0.300100 -0.80 1.58 0.06 -0.413
H -0.990796 5.350288 1.585664 -0.20 -0.04 0.11 0.243
H -0.534274 4.415543 0.192326 -0.21 0.25 0.28 -0.109
H -2.070811 8.086946 -0.314667 0.13 -0.26 0.24 0.219
H -1.873131 7.458368 1.294540 0.31 -0.14 -0.14 0.146
C 3.013298 5.736111 -0.953821 0.56 0.65 0.55 0.560
O 4.055164 6.042321 -0.396006 0.12 -0.06 0.04 -0.692
N 2.842434 4.557578 -1.579678 0.14 -1.71 -0.52 -0.214
N 1.942783 6.549812 -0.992811 -0.69 1.04 0.16 -0.302
H 1.992110 4.287536 -2.044535 0.11 0.18 -0.09 0.119
H 3.624213 3.915601 -1.573948 -0.11 0.30 -0.07 0.105
H 2.029355 7.447070 -0.533591 -0.02 -0.39 -0.20 0.174
H 1.076376 6.315323 -1.447219 -0.10 0.04 -0.01 0.175
C 6.491333 -3.751955 1.120055 -0.38 -0.03 -0.40 0.605
O 5.828754 -4.755239 0.908354 -0.14 -0.16 0.23 -0.658
N 7.436249 -3.692555 2.075794 0.94 -0.46 1.26 -0.400
N 6.335821 -2.615832 0.416726 -0.50 0.65 -0.69 -0.203
H 7.991922 -2.875564 2.265054 -0.11 -0.19 -0.09 0.145
H 7.585177 -4.526628 2.628505 -0.02 0.35 -0.21 0.230
H 5.634612 -2.617949 -0.312486 0.20 0.18 0.07 0.114
H 6.871865 -1.779593 0.576389 -0.13 -0.14 -0.14 0.112
C -0.580727 -4.830642 1.809555 0.12 0.14 -0.37 0.780
O -0.941090 -4.556344 0.675842 -0.16 0.08 -0.20 -0.657
N 0.652566 -4.550981 2.268477 1.22 0.43 -0.01 -0.353
N -1.384526 -5.437299 2.701468 -1.24 -0.68 0.60 -0.406
H 0.967662 -4.769106 3.198639 -0.08 0.04 -0.20 0.151
H 1.289337 -4.094311 1.628694 -0.17 -0.10 0.23 0.157
H -2.321715 -5.665371 2.396331 0.38 0.08 0.18 0.228
H -1.105773 -5.671260 3.639386 -0.05 0.06 -0.21 0.143
C -3.244986 5.726241 3.743264 0.25 -0.04 -0.17 0.697
O -2.104787 5.491040 3.375793 0.35 0.01 -0.11 -0.701
N -3.812408 5.108113 4.794825 -0.10 -0.92 1.07 -0.432
N -4.036252 6.624468 3.129488 -0.34 0.97 -0.82 -0.287
H -4.749815 5.288318 5.112410 0.18 -0.03 -0.08 0.157
H -3.250749 4.424274 5.284978 -0.22 0.32 -0.13 0.221
H -3.647579 7.112317 2.333005 -0.35 -0.24 0.26 0.111
H -4.977689 6.831734 3.417355 0.18 -0.04 -0.07 0.174
C -3.818085 -0.008464 3.482877 0.18 -0.38 -0.76 0.574
O -4.030484 -1.033676 2.854997 -0.08 -0.15 0.08 -0.646
N -3.095611 1.012046 2.986470 0.56 0.41 -0.61 -0.218
N -4.287296 0.192579 4.727488 -0.87 -0.22 1.61 -0.383
H -2.909939 1.863992 3.488247 0.00 -0.13 -0.18 0.117
H -2.723736 0.901314 2.052235 -0.18 0.28 0.32 0.248
H -4.836239 -0.551211 5.138445 0.23 0.33 -0.14 0.251
H -4.122877 1.029923 5.260360 -0.02 -0.20 -0.14 0.114
```
Positions in Å, forces in eV/Å.

=====

(2)
The following is a quantum chemistry calculation of C18H46N7Ru as an isolated structure, from the OMol25 dataset.

Its spin multiplicity is 6. The HOMO energy (spin up / spin down) is -20.173 / -21.207 eV. The charge is +4. Its expectation value of S² is 8.7748. Its LUMO energy (spin up / spin down) is -11.05 / -15.44 eV.

XYZ file:
```
72
Properties=species:S:1:pos:R:3:forces:R:3:mulliken_spin:R:1
Ru -0.287122 0.539911 0.181508 -0.01 -0.99 -0.07 3.450
C -2.591274 -1.960889 -0.468668 -0.11 -0.10 -0.04 0.005
N -2.415169 -0.605162 0.071353 0.69 0.63 -0.09 0.064
C -3.128354 0.390192 -0.758761 -0.30 -0.06 0.03 0.030
C -2.855853 -0.525053 1.477097 -0.04 -0.19 0.21 0.029
C -1.884518 -1.213642 2.418186 -0.18 0.05 0.01 -0.010
N -0.514486 -0.675518 2.278359 0.14 0.53 -0.69 0.084
C 0.477966 -1.680431 2.685692 0.09 -0.09 0.17 0.006
C -0.338274 0.551218 3.076697 -0.01 -0.04 0.37 0.011
H -3.643447 -2.261914 -0.431888 0.02 0.01 -0.01 0.006
H -2.022471 -2.689032 0.109279 0.02 0.03 0.02 -0.002
H -2.278929 -1.991353 -1.512796 0.03 0.01 0.01 0.004
H -4.164051 0.520524 -0.432221 0.00 -0.03 -0.03 0.010
H -3.153672 0.074452 -1.799601 0.08 0.02 -0.02 0.001
H -2.638016 1.372143 -0.706408 -0.04 -0.03 0.04 -0.001
H -3.847219 -0.975979 1.597134 -0.02 0.06 -0.03 0.009
H -2.952399 0.528512 1.746334 -0.04 0.03 -0.04 -0.011
H -1.859986 -2.285602 2.228612 0.04 -0.01 -0.01 0.000
H -2.241375 -1.088182 3.445422 0.04 -0.06 0.01 0.007
H 0.282984 -2.033566 3.703409 -0.02 0.03 -0.02 0.006
H 1.480623 -1.253677 2.681208 -0.03 0.01 0.00 0.001
H 0.435177 -2.547917 2.026180 -0.01 0.03 -0.03 -0.002
H -0.309236 0.327089 4.149361 -0.03 0.00 -0.02 0.020
H -1.169499 1.239399 2.913586 0.01 0.00 -0.05 0.000
H 0.607519 1.039122 2.824520 -0.01 -0.02 0.01 0.001
N 0.866450 -3.014444 -1.228674 0.22 -0.21 -0.20 -0.006
C 1.971748 -2.631211 -2.201173 0.28 0.16 -0.24 0.007
C 3.128555 -1.969121 -1.457636 -0.20 0.07 0.19 0.001
C 2.968761 -0.478176 -1.139080 0.13 0.13 -0.28 -0.017
N 2.094625 -0.202154 0.050258 -0.44 -0.02 0.07 0.089
C 2.492334 0.303923 -2.362684 -0.18 -0.19 0.15 0.035
C 1.245528 -0.274978 -3.031488 0.33 0.12 -0.10 -0.017
N 0.016052 0.058372 -2.239923 -0.17 -0.03 0.44 0.097
C 1.412704 -1.769645 -3.329239 -0.19 0.10 0.18 -0.002
H 1.235101 -3.638013 -0.506688 -0.02 0.00 0.09 -0.001
H 0.126132 -3.524160 -1.716686 -0.09 0.02 0.01 0.000
H 0.484047 -2.173448 -0.801738 -0.17 0.03 0.15 0.017
H 2.313931 -3.578765 -2.617506 -0.05 -0.04 0.05 0.000
H 4.000384 -2.053656 -2.108904 0.02 -0.04 0.00 -0.001
H 3.387279 -2.535510 -0.556286 0.05 -0.01 -0.03 -0.001
H 3.970988 -0.118605 -0.894028 -0.02 -0.02 0.05 0.006
H 2.345316 0.731130 0.369506 0.26 -0.01 0.12 -0.001
H 2.382925 -0.812239 0.811351 0.03 0.04 0.06 0.004
H 3.299893 0.304869 -3.096787 0.01 0.04 0.00 0.000
H 2.323255 1.353184 -2.096960 0.04 0.02 -0.04 -0.009
H 1.145705 0.210295 -4.005245 -0.06 -0.01 0.02 0.005
H -0.783179 -0.396206 -2.676351 -0.05 0.04 -0.03 0.004
H -0.151800 1.051376 -2.393577 -0.08 0.04 -0.26 -0.002
H 2.129112 -1.839237 -4.149855 -0.01 -0.04 -0.03 0.000
H 0.483020 -2.196122 -3.721173 0.03 -0.01 -0.05 -0.001
C -0.843217 6.116655 3.177340 0.37 -0.04 0.30 0.086
C -1.036421 6.262170 1.653254 -0.47 0.28 0.03 -0.010
N -0.364628 5.234323 0.876172 0.47 0.72 -0.07 0.588
C 0.815368 5.645462 0.127681 0.17 0.09 -0.19 -0.011
C 2.041848 5.792733 1.050762 0.04 -0.03 0.24 0.091
C -0.826578 3.927781 0.874733 -0.46 -1.25 0.00 -0.094
C -2.221470 3.665051 1.351372 0.05 0.18 -0.06 0.022
N -0.095983 2.941073 0.444084 0.06 0.33 0.06 0.341
H -1.635064 6.649163 3.700330 -0.11 -0.02 -0.14 -0.001
H 0.099801 6.573509 3.476323 0.02 -0.07 -0.06 0.002
H -0.835882 5.078931 3.510154 -0.08 0.02 0.00 -0.001
H -0.687400 7.232530 1.310895 0.12 -0.05 -0.03 0.003
H -2.109269 6.219168 1.427687 0.05 -0.16 -0.05 0.042
H 0.592603 6.620206 -0.313043 -0.11 -0.01 0.05 0.020
H 1.000522 4.957638 -0.695447 -0.03 -0.02 0.04 0.005
H 1.853543 6.483770 1.870524 -0.05 0.01 -0.03 -0.001
H 2.862217 6.206025 0.465462 -0.03 -0.06 -0.09 0.000
H 2.339194 4.830477 1.469696 0.03 0.02 -0.01 -0.001
H -2.936189 4.284570 0.805615 -0.01 -0.02 -0.01 -0.003
H -2.346421 3.882526 2.413081 0.06 0.04 -0.01 -0.004
H -2.463839 2.622783 1.176695 0.00 -0.04 0.01 -0.007
H 0.840826 3.238163 0.167908 -0.06 0.08 0.01 0.005
```
Positions in Å, forces in eV/Å.

=====

(3)
The following is a quantum chemistry calculation of C18H47N5O5Si3 as an isolated structure, from the OMol25 dataset.

Its spin multiplicity is 1. The HOMO energy is -8.592 eV. The charge is 0. Its LUMO energy is 0.65 eV.

XYZ file:
```
78
Properties=species:S:1:pos:R:3:forces:R:3:mulliken_charge:R:1
C 5.029772 -0.483378 3.826959 -0.13 -0.08 -0.15 -1.301
C 4.908202 -0.233144 2.344168 -0.12 -0.39 -0.43 0.676
C 6.195706 -0.397808 1.583153 0.21 -0.25 0.03 -1.101
N 3.836058 0.039815 1.724314 0.25 1.08 0.25 -0.386
Si 2.572477 1.040640 2.382284 -0.06 -0.78 -0.36 -0.035
O 2.449363 2.435787 1.471124 0.09 -0.02 0.52 -0.187
Si 2.325235 3.878048 2.274374 -0.13 0.16 -0.38 0.504
Si 0.561795 -0.077090 2.522686 -0.66 -0.33 0.29 0.654
C 0.783299 -1.606699 3.601820 0.28 0.28 0.09 -1.222
C -0.134254 -0.643992 0.878851 -0.14 0.16 -0.17 -1.123
C -0.632853 1.042688 3.458134 0.57 -0.03 -0.26 -1.023
H 5.387868 0.415269 4.325520 0.09 0.04 0.14 0.327
H 5.738778 -1.291882 3.989736 0.19 0.02 0.11 0.401
H 4.078720 -0.786439 4.251066 -0.13 0.12 0.09 0.287
H 6.418373 -1.456009 1.434028 -0.05 -0.12 -0.01 0.315
H 6.151772 0.092490 0.618380 -0.11 0.05 -0.11 0.314
H 7.026936 0.001460 2.163259 0.07 0.10 0.06 0.374
H 2.982927 1.480763 3.747790 0.06 0.12 0.06 -0.115
H 1.561686 4.833042 1.447861 0.05 -0.02 -0.09 -0.177
H 3.672471 4.426573 2.532272 0.01 0.00 0.10 -0.160
H 1.576691 3.706672 3.536484 0.06 0.01 0.09 -0.135
H 1.230970 -1.347911 4.562159 0.08 0.02 0.09 0.359
H -0.191490 -2.039794 3.818538 -0.11 -0.11 -0.12 0.384
H 1.422290 -2.348119 3.126210 -0.01 -0.15 -0.04 0.305
H -0.678368 0.172249 0.403510 0.04 0.10 -0.10 0.312
H -0.858180 -1.444566 1.022476 -0.06 -0.07 0.19 0.246
H 0.623359 -0.998086 0.183034 0.15 0.01 -0.03 0.539
H -0.121818 1.402820 4.350960 -0.07 0.00 0.20 0.356
H -1.516550 0.472775 3.723335 -0.20 0.06 0.03 0.247
H -0.895291 1.918788 2.868563 -0.21 0.05 -0.07 0.319
C -4.889313 0.455675 1.220307 0.07 0.09 0.31 -1.125
C -4.345125 -0.175227 2.477782 0.02 0.00 -0.01 0.779
O -3.229556 -0.672270 2.525174 0.00 -0.07 -0.03 -0.630
N -5.142040 -0.178478 3.580782 -0.06 0.05 -0.08 -0.164
C -6.481190 0.358404 3.717861 0.16 -0.12 0.17 -0.895
H -4.147117 0.381347 0.439678 0.05 -0.05 -0.05 0.111
H -5.790049 -0.059548 0.888741 -0.04 0.07 -0.05 0.372
H -5.117663 1.509472 1.394023 -0.10 -0.03 -0.01 0.388
H -4.718730 -0.615256 4.383682 0.00 -0.01 0.02 0.249
H -6.505335 1.129058 4.490414 -0.06 0.04 -0.04 0.294
H -7.181189 -0.430927 3.997862 -0.06 0.03 -0.04 0.291
H -6.811056 0.796499 2.782693 0.00 0.01 -0.03 0.330
C -2.888113 -2.014411 -1.731367 -0.03 0.05 0.05 -1.090
C -4.210505 -1.433552 -2.165541 0.07 -0.01 0.01 0.905
O -4.669791 -0.420520 -1.644619 -0.02 0.01 -0.30 -0.721
N -4.880831 -2.060735 -3.157795 0.04 -0.07 0.09 -0.095
C -4.489950 -3.248893 -3.892739 -0.19 0.16 -0.07 -0.906
H -2.483924 -1.398637 -0.934087 -0.03 0.03 0.02 -0.123
H -3.016707 -3.031042 -1.358410 0.05 -0.03 -0.05 0.413
H -2.182736 -2.024506 -2.562747 0.01 -0.06 0.00 0.425
H -5.753786 -1.619603 -3.400669 -0.01 0.01 -0.05 0.267
H -4.403092 -3.019797 -4.955233 0.06 -0.03 -0.01 0.300
H -5.236406 -4.034226 -3.765405 0.05 -0.05 0.01 0.296
H -3.534340 -3.618046 -3.538785 0.03 0.00 0.02 0.336
C -5.049020 3.127742 -5.898903 0.04 -0.04 -0.03 -1.380
C -4.623539 1.884484 -5.148840 -0.01 -0.02 0.03 0.918
O -3.907175 1.038065 -5.661628 0.00 -0.02 -0.05 -0.662
N -5.070138 1.737322 -3.877584 -0.02 -0.03 -0.09 0.014
C -5.922815 2.622748 -3.112534 0.13 -0.20 0.05 -0.917
H -4.612565 3.093048 -6.891674 0.03 -0.05 0.00 0.297
H -6.134774 3.172381 -5.990820 -0.01 0.07 0.03 0.359
H -4.698662 4.026052 -5.389664 -0.07 0.03 0.01 0.363
H -4.750228 0.893596 -3.421067 -0.03 0.06 0.18 0.103
H -5.406339 2.957306 -2.211451 -0.03 0.06 0.01 0.262
H -6.832460 2.102347 -2.808078 -0.04 0.06 0.00 0.264
H -6.199190 3.492631 -3.699018 0.00 0.02 -0.02 0.393
C 7.785328 -0.200994 -2.291710 0.02 -0.02 -0.01 -1.117
C 8.660929 -1.212875 -2.993974 -0.01 0.01 -0.02 0.684
O 8.827782 -1.198332 -4.199844 0.00 0.01 -0.03 -0.647
N 9.265711 -2.158201 -2.221690 -0.07 0.10 0.09 -0.166
C 9.193924 -2.337941 -0.783523 0.15 -0.15 -0.31 -0.540
H 7.378947 0.477379 -3.034117 0.02 -0.02 -0.06 0.328
H 6.961551 -0.697506 -1.777296 0.01 0.04 0.07 0.291
H 8.366393 0.373079 -1.568626 -0.06 -0.02 0.07 0.334
H 9.830164 -2.802478 -2.751557 0.02 -0.02 0.00 0.219
H 10.192344 -2.261336 -0.349447 -0.04 0.00 0.11 0.285
H 8.784944 -3.323809 -0.555282 -0.02 0.04 0.14 0.282
H 8.561485 -1.584453 -0.326325 -0.03 0.03 -0.04 0.068
```
Positions in Å, forces in eV/Å.

=====

Short version: strongest force on any atom = 0.174 0.026 0.022 Eh/bohr, in the order given.